# 1
# C6H8

C6H8 as an isolated structure at a distorted geometry (ωB97M-V/def2-TZVPD, the Open Molecules 2025 dataset).

Last column: Löwdin charge in e.
CARTESIAN COORDINATES (ANGSTROEM)
C (-1.193, -0.316, 0.597)  -0.142
C (-0.253, 0.874, 0.412)  -0.181
C (1.270, 0.744, -0.611)  0.027
C (1.039, -0.756, 0.321)  -0.081
C (-0.290, -0.886, -0.492)  -0.224
C (-0.111, 0.567, -1.041)  -0.274
H (-2.194, -0.008, 0.248)  0.118
H (-1.270, -0.871, 1.540)  0.101
H (-0.153, 1.774, 0.987)  0.111
H (1.582, 1.816, -0.532)  0.103
H (1.946, -1.227, 0.032)  0.062
H (0.826, -1.041, 1.400)  0.113
H (-0.503, -1.776, -1.091)  0.134
H (-0.696, 1.106, -1.770)  0.133

The energy above the lowest of the compared OMol25 structures with the same formula, charge and spin comes out at 582.49 kJ/mol. The value obtained for the LUMO energy is 1.11 eV. The value obtained for the strongest force on any atom is 0.0633 hartree/bohr.

=====

# 2
# C3H7INO2S

An isolated ion of composition C3H7INO2S and charge +1 at a distorted geometry (ωB97M-V/def2-TZVPD, the Open Molecules 2025 dataset).

Last column: Löwdin charge in e.
CARTESIAN COORDINATES (ANGSTROEM)
C (0.521, 1.236, 1.638)  0.332
N (1.028, 0.462, 0.458)  -0.211
C (0.468, -0.718, -0.103)  -0.267
C (-0.655, -0.236, -1.066)  -0.035
S (2.430, 1.090, -0.597)  0.328
O (2.108, 0.725, -1.887)  -0.285
O (2.734, 2.360, 0.009)  -0.349
I (4.163, -0.378, 0.290)  0.775
H (1.298, 2.090, 1.779)  0.138
H (-0.273, 0.925, 2.146)  0.057
H (1.256, -1.105, -0.809)  0.113
H (0.121, -1.274, 0.726)  0.126
H (-0.299, 0.411, -2.015)  0.146
H (-1.111, -1.171, -1.261)  0.072
H (-1.315, 0.316, -0.450)  0.059

The SMILES is C=[N+](CC)S(=O)(=O)I. The energy above the lowest of the compared OMol25 structures with the same formula, charge and spin comes out at 102.85 kJ/mol. The value obtained for the LUMO energy is -6.41 eV. The value obtained for the strongest force on any atom is 0.2435 hartree/bohr. Its total charge is +1.